The following is a DFT calculation (ωB97M-V/def2-TZVPD) of C5H8FeO3 as an isolated structure.

Structure (XYZ):
```
17
C5H8FeO3 (ωB97M-V/def2-TZVPD)
O 1.17 0.02 -1.25
C 0.87 1.28 -1.82
C 1.29 1.33 -3.26
H 1.14 2.09 -1.12
H 0.71 2.13 -3.75
H 2.38 1.54 -3.39
H 1.06 0.41 -3.82
O -0.30 -1.30 0.00
O 0.55 0.47 1.10
C -1.50 -1.31 0.87
C -1.83 -2.77 1.13
C 0.63 -0.36 0.15
H -2.29 -0.89 0.23
H -2.79 -2.83 1.66
H -1.92 -3.35 0.19
H -1.07 -3.26 1.76
Fe -0.85 0.02 2.31
```

As for the multiplicity: 6. The expectation value of S² is 8.7661. As for the total charge: +1. As for the orbital gap (spin up / spin down): 5.74 / 8.03 eV. The molar mass comes out at 171.96 g/mol.

Here are the natural (NBO) charges for atoms 1 to 8, given in e: O -0.514; C 0.164; C -0.707; H 0.163; H 0.249; H 0.242; H 0.244; O -0.472

***

The following is a DFT calculation (ωB97M-V/def2-TZVPD) of a 2-piece molecular cluster, C5H11NO2 overall.

Structure (XYZ):
```
19
C5H11NO2 (ωB97M-V/def2-TZVPD)
C -0.16 1.70 -1.68
N -0.60 1.15 -0.63
C -1.54 0.05 -0.78
C -1.45 -0.85 0.46
C -0.06 -1.17 1.02
C 1.06 -1.43 0.00
O 1.74 -0.55 -0.46
H -0.48 1.39 -2.68
H 0.57 2.49 -1.53
H -1.34 -0.60 -1.65
H -2.54 0.45 -0.87
H -1.93 -0.28 1.24
H -2.00 -1.79 0.36
H 0.30 -0.42 1.72
H -0.10 -2.10 1.61
H 1.26 -2.50 -0.18
O 2.40 1.43 1.74
H 1.72 1.27 1.06
H 3.17 1.76 1.27
```

As for the multiplicity: 1. As for the total charge: 0. As for the orbital gap: 10.46 eV. The molar mass comes out at 117.15 g/mol. As for the SMILES: C=NCCCC=O.O.

Here are the natural (NBO) charges for atoms 1 to 8, given in e: C -0.039; N -0.407; C -0.262; C -0.393; C -0.512; C 0.450; O -0.524; H 0.146

***

Copy entry 1 word for word.
The following is a DFT calculation (ωB97M-V/def2-TZVPD) of C5H8FeO3 as an isolated structure.

Structure (XYZ):
```
17
C5H8FeO3 (ωB97M-V/def2-TZVPD)
O 1.17 0.02 -1.25
C 0.87 1.28 -1.82
C 1.29 1.33 -3.26
H 1.14 2.09 -1.12
H 0.71 2.13 -3.75
H 2.38 1.54 -3.39
H 1.06 0.41 -3.82
O -0.30 -1.30 0.00
O 0.55 0.47 1.10
C -1.50 -1.31 0.87
C -1.83 -2.77 1.13
C 0.63 -0.36 0.15
H -2.29 -0.89 0.23
H -2.79 -2.83 1.66
H -1.92 -3.35 0.19
H -1.07 -3.26 1.76
Fe -0.85 0.02 2.31
```

As for the multiplicity: 6. The expectation value of S² is 8.7661. As for the total charge: +1. As for the orbital gap (spin up / spin down): 5.74 / 8.03 eV. The molar mass comes out at 171.96 g/mol.

Here are the natural (NBO) charges for atoms 1 to 8, given in e: O -0.514; C 0.164; C -0.707; H 0.163; H 0.249; H 0.242; H 0.244; O -0.472

***

Question: The lowest total charge belongs to which entry?
Answer: C5H11NO2

***

Question: The highest total charge belongs to which entry?
Answer: C5H8FeO3